{"formula": "CH2F3N", "method": "wB97M-V/def2-TZVPD", "symbols": ["C", "N", "F", "F", "F", "H", "H"], "coordinates": [[1.25785, -0.07135, -0.34930], [-1.70734, -0.41102, 0.39142], [1.59495, -0.87651, 0.63944], [-2.00016, 0.23369, 1.48635], [-1.70355, 0.61373, -0.58233], [1.55641, -0.48162, -1.28185], [1.00185, 0.99307, -0.30374]], "atomic_forces_ev_per_a": [[-0.223, 0.378, -1.345], [0.279, 0.617, -1.886], [0.013, 0.372, 1.135], [-0.188, 0.470, 0.813], [-0.169, -1.034, 1.005], [0.071, -0.196, -0.763], [0.217, -0.607, 1.041]], "charge": 0, "de_lowest_kcal_mol": 174.21, "lumo_ev": [0.59, -0.92], "e_homo_ha": [-0.4113, -0.3102], "energy_ha": -393.3993, "homo_lumo_gap_ev": [11.78, 7.52]}